{"formula": "C6H16O", "method": "the ωB97M-V functional and the def2-TZVPD basis", "symbols": ["H", "C", "H", "H", "H", "C", "H", "C", "H", "H", "O", "H", "H", "C", "H", "H", "H", "H", "H", "H", "C", "H", "C"], "coordinates": [[2.494, -1.614, 1.108], [1.440, -1.564, 1.431], [-2.439, 2.772, -1.229], [1.401, -1.688, 2.526], [-1.116, -1.462, 0.573], [-0.903, -0.539, 1.146], [0.888, -2.396, 0.962], [-1.049, 1.129, -0.805], [4.325, -0.807, -2.103], [-1.662, 2.220, -2.746], [3.552, -1.321, -1.777], [-2.880, 1.186, -1.935], [-2.761, 0.389, 0.490], [-2.049, 1.892, -1.767], [0.831, 0.440, 1.920], [-1.272, -0.692, 2.179], [0.998, -0.022, 0.202], [-0.162, 1.791, -0.758], [3.906, -1.850, -1.026], [-1.639, 1.525, 1.295], [-1.701, 0.704, 0.555], [-0.777, 0.246, -1.415], [0.577, -0.338, 1.175]], "lowdin_charge": [0.0617, -0.1189, 0.0641, 0.0717, 0.1116, -0.2346, 0.0735, -0.2670, 0.0478, 0.0643, -0.0900, 0.0634, 0.1057, -0.1268, 0.1181, 0.1116, 0.0975, 0.1030, 0.0394, 0.1070, -0.1879, 0.1046, -0.3196], "e_homo_ha": -0.3878, "de_lowest_kcal_mol": 17.8, "total_charge": 0, "orbital_gap_ev": 11.36, "smiles": "CCCCCC.O", "e_lumo_ev": 0.81}